Formula: C26H24BCl2InN9O2
Source: the Open Molecules 2025 dataset
Level of theory: ωB97M-V/def2-TZVPD

The LUMO energy is -2.97 eV. As for the HOMO energy: -10.266 eV. Its total charge is +1. The relative energy (zero: lowest compared OMol25 entry of this formula, charge and spin) comes out at 124.2 kcal per mole.

Cartesian coordinates (Å):
In: 0.05 -0.86 -0.13
C: -3.78 0.03 -2.07
C: -2.54 -0.59 -2.02
N: -1.82 -0.08 -1.02
N: -2.57 0.86 -0.42
C: -3.75 0.95 -1.03
B: -1.97 1.77 0.69
N: 0.66 2.34 0.37
C: 0.88 3.61 -0.49
C: 1.25 3.00 -1.79
C: 1.38 1.68 -1.66
N: 1.19 1.17 -0.35
N: -1.60 0.89 1.91
C: -1.91 1.08 3.20
C: -1.33 0.08 3.96
C: -0.67 -0.72 3.02
N: -0.84 -0.23 1.80
H: -4.59 -0.15 -2.76
H: -2.12 -1.37 -2.64
H: -4.49 1.66 -0.71
H: -2.79 2.57 1.03
H: 1.59 4.31 -0.06
H: 1.38 3.57 -2.69
H: 1.61 0.96 -2.43
H: -2.51 1.92 3.49
H: -1.38 -0.06 5.02
H: -0.07 -1.60 3.18
C: 3.56 0.09 -0.74
C: 2.55 0.28 0.38
O: 1.94 -0.81 0.80
N: 3.04 1.11 1.40
C: 2.03 1.50 2.36
C: 1.07 2.50 1.79
C: 0.60 3.55 2.47
C: -0.30 4.64 2.09
C: -0.85 4.84 0.89
C: -0.62 3.90 -0.26
N: -0.75 2.50 0.11
H: 3.12 -0.52 -1.53
H: 4.39 -0.47 -0.30
H: 3.93 1.03 -1.15
H: 3.64 1.85 1.08
H: 2.49 1.93 3.24
H: 1.51 0.59 2.67
H: 0.98 3.61 3.49
H: -0.50 5.35 2.88
H: -1.48 5.71 0.74
H: -1.18 4.18 -1.15
Cl: 1.97 -2.25 -4.59
C: 1.21 -3.27 -3.42
C: 1.14 -4.65 -3.67
C: 0.55 -5.49 -2.77
Cl: 0.47 -7.18 -3.10
C: 0.00 -4.98 -1.57
C: -0.62 -5.76 -0.58
C: -1.12 -5.18 0.56
C: -0.99 -3.79 0.71
N: -0.41 -3.03 -0.19
C: 0.09 -3.59 -1.33
C: 0.70 -2.69 -2.27
O: 0.74 -1.40 -2.04
H: 1.56 -5.04 -4.58
H: -0.71 -6.83 -0.73
H: -1.61 -5.76 1.32
H: -1.38 -3.29 1.59

Mulliken population analysis, charges in e, atoms 1 to 4:
1. In 2.848
2. C -1.365
3. C -0.123
4. N 0.259